{
  "formula": "C24H72O12S12",
  "method": "ωB97M-V/def2-TZVPD",
  "e_tot_ha": -6638.1582,
  "e_above_lowest_kj_mol": 470.0,
  "gap_ev": 8.95,
  "e_lumo_ev": 0.19,
  "spin_multiplicity": 1,
  "mol_weight_g_mol": 937.6,
  "elements": ["C", "S", "O", "C", "H", "H", "H", "H", "H", "H", "C", "S", "O", "C", "H", "H", "H", "H", "H", "H", "C", "S", "O", "C", "H", "H", "H", "H", "H", "H", "C", "S", "O", "C", "H", "H", "H", "H", "H", "H", "C", "S", "O", "C", "H", "H", "H", "H", "H", "H", "C", "S", "O", "C", "H", "H", "H", "H", "H", "H", "C", "S", "O", "C", "H", "H", "H", "H", "H", "H", "C", "S", "O", "C", "H", "H", "H", "H", "H", "H", "C", "S", "O", "C", "H", "H", "H", "H", "H", "H", "C", "S", "O", "C", "H", "H", "H", "H", "H", "H", "C", "S", "O", "C", "H", "H", "H", "H", "H", "H", "C", "S", "O", "C", "H", "H", "H", "H", "H", "H"],
  "xyz": [[-20.429, -19.875, 7.639], [-19.642, -20.479, 6.066], [-20.668, -20.243, 4.959], [-18.389, -19.173, 5.774], [-19.719, -19.579, 8.411], [-21.122, -20.527, 8.171], [-21.009, -18.998, 7.353], [-18.766, -18.468, 5.034], [-17.530, -19.694, 5.350], [-18.214, -18.745, 6.762], [-14.876, -14.587, -2.830], [-15.189, -14.879, -4.616], [-13.899, -15.327, -5.290], [-16.143, -16.415, -4.286], [-14.394, -15.426, -2.328], [-15.852, -14.389, -2.388], [-14.233, -13.709, -2.773], [-17.173, -16.261, -3.967], [-15.635, -17.058, -3.567], [-16.259, -16.937, -5.236], [-16.441, -25.162, -1.301], [-17.427, -26.661, -0.705], [-16.802, -27.053, 0.635], [-19.087, -25.872, -0.557], [-16.999, -24.752, -2.143], [-15.423, -25.380, -1.622], [-16.519, -24.425, -0.502], [-19.722, -26.599, -0.050], [-19.555, -25.434, -1.438], [-19.079, -25.013, 0.114], [-7.737, -25.192, -0.468], [-7.775, -25.479, 1.372], [-7.547, -24.057, 1.896], [-9.605, -25.797, 1.631], [-6.741, -25.010, -0.872], [-8.424, -24.356, -0.593], [-8.062, -26.020, -1.099], [-9.915, -25.920, 2.669], [-9.903, -26.670, 1.050], [-10.191, -24.939, 1.302], [-5.052, -11.810, 3.905], [-4.611, -10.181, 4.706], [-5.466, -10.149, 6.006], [-2.834, -10.711, 5.091], [-4.185, -12.131, 3.328], [-5.868, -11.568, 3.223], [-5.262, -12.565, 4.662], [-2.437, -9.942, 5.754], [-2.194, -11.013, 4.263], [-2.952, -11.636, 5.656], [-11.277, -12.635, 8.642], [-12.152, -11.502, 9.727], [-12.276, -12.205, 11.069], [-10.808, -10.213, 9.723], [-11.986, -13.426, 8.396], [-10.373, -12.988, 9.139], [-10.939, -12.143, 7.730], [-10.834, -9.774, 8.726], [-9.900, -10.764, 9.965], [-11.081, -9.537, 10.533], [-0.407, -22.394, 0.262], [0.537, -23.475, -0.957], [0.966, -22.488, -2.038], [2.018, -23.644, 0.162], [-0.491, -22.866, 1.241], [-1.392, -22.168, -0.148], [0.203, -21.491, 0.286], [2.909, -24.143, -0.220], [1.968, -24.051, 1.172], [2.332, -22.613, 0.325], [-8.468, -18.070, 0.764], [-9.631, -18.228, 2.244], [-10.480, -16.928, 2.292], [-10.735, -19.470, 1.396], [-9.031, -17.917, -0.156], [-7.878, -18.984, 0.694], [-7.701, -17.337, 1.015], [-11.523, -19.873, 2.031], [-10.202, -20.220, 0.813], [-11.262, -18.845, 0.675], [-1.298, -16.826, 5.722], [0.383, -17.442, 6.270], [0.955, -18.181, 5.045], [1.230, -15.892, 6.254], [-2.015, -17.648, 5.735], [-1.254, -16.314, 4.761], [-1.822, -16.158, 6.406], [0.971, -15.327, 7.150], [0.964, -15.325, 5.363], [2.252, -16.257, 6.352], [-6.420, -11.953, -5.308], [-4.909, -11.151, -4.704], [-4.148, -12.356, -4.201], [-4.094, -10.725, -6.309], [-6.991, -11.292, -5.961], [-7.055, -12.252, -4.474], [-6.212, -12.921, -5.764], [-3.992, -11.618, -6.927], [-3.101, -10.296, -6.180], [-4.771, -10.001, -6.762], [-16.191, -11.506, 4.840], [-17.728, -11.869, 5.790], [-17.434, -12.866, 6.918], [-18.071, -10.219, 6.577], [-16.341, -10.793, 4.029], [-15.896, -12.447, 4.376], [-15.447, -11.236, 5.589], [-17.921, -9.383, 5.893], [-17.271, -10.110, 7.309], [-19.044, -10.070, 7.046], [-8.551, -21.357, -9.250], [-9.361, -21.372, -7.597], [-8.738, -22.482, -6.808], [-8.675, -19.782, -6.930], [-7.493, -21.107, -9.314], [-8.873, -20.451, -9.763], [-8.654, -22.276, -9.828], [-7.595, -19.790, -6.781], [-9.043, -19.549, -5.930], [-8.968, -18.892, -7.487]]
}